No. 1
6
Properties=species:S:1:pos:R:3 method="wB97M-V/def2-TZVPD" lumo_energy_ev="0.0 / -0.4" charge=0 largest_force_ha_per_bohr=0.0413 multiplicity=1 e_tot_ev=-15404.00580
C -0.4590 -0.1133 0.6756
N -1.5608 2.6651 0.3125
O -2.5893 2.1898 0.1121
F -0.1631 -0.5679 1.8977
I -2.3920 -0.5297 0.0395
H 0.3161 -0.3629 -0.0372



No. 2
23
Properties=species:S:1:pos:R:3 method="wB97M-V/def2-TZVPD" lumo_energy_ev=0.8 charge=0 smiles="[H]/N=C(/N)N(C)[C@H](C)CN" largest_force_ha_per_bohr=0.0159 multiplicity=1 e_tot_ev=-11372.41394
H 2.7356 -0.1248 -0.0776
N 2.4851 -0.6367 0.7619
C 1.2576 -0.9299 0.8349
N 0.8154 -1.7130 1.8655
N 0.2975 -0.5476 -0.1404
C -0.5819 -1.6019 -0.5995
C -0.2920 0.7704 0.0846
C -1.6582 0.7456 0.7783
C -0.3702 1.5346 -1.2552
N 0.9065 1.6677 -1.9259
H -0.1476 -1.6599 2.1376
H 1.4892 -1.8895 2.5910
H -1.0836 -1.2693 -1.5077
H 0.0323 -2.4681 -0.8421
H -1.3449 -1.9116 0.1269
H 0.4161 1.3105 0.7290
H -1.6110 0.1999 1.7194
H -1.9699 1.7643 0.9948
H -2.4090 0.2866 0.1399
H -1.0512 1.0175 -1.9362
H -0.7682 2.5359 -1.0713
H 1.2966 0.7418 -2.0732
H 1.5557 2.1777 -1.3346



No. 3
9
Properties=species:S:1:pos:R:3 method="wB97M-V/def2-TZVPD" lumo_energy_ev=-5.9 charge=+1 smiles="NC(=[NH2+])OCl" largest_force_ha_per_bohr=0.1357 multiplicity=1 e_tot_ev=-18642.89573
N -1.0667 0.0845 0.5960
C 0.2490 0.0291 -0.0537
N 0.3682 0.0809 -1.3914
O 1.3475 0.0171 0.6764
Cl 1.3286 0.1237 2.3999
H -1.7062 -0.2337 -0.1184
H -1.3975 0.3963 1.4721
H -0.4136 -0.2604 -1.9560
H 1.2906 -0.2375 -1.6247



No. 4
85
Properties=species:S:1:pos:R:3 method="wB97M-V/def2-TZVPD" lumo_energy_ev="4.3 / 4.3" charge=-2 largest_force_ha_per_bohr=0.0496 multiplicity=1 e_tot_ev=-171393.13328
Ga -0.1486 -0.4530 1.7288
C 0.2718 -5.5544 -4.0445
C -0.1265 -4.8904 -2.7552
C 0.4533 -3.6944 -2.3405
C 0.0954 -3.1062 -1.1376
C -0.8472 -3.7285 -0.3391
C -1.4357 -4.9169 -0.7375
C -1.0808 -5.4962 -1.9403
S -1.3390 -3.0326 1.2470
O -0.1676 -3.0031 2.1008
O -2.4315 -3.8659 1.7128
N -1.7234 -1.5103 1.0594
C -2.6647 -0.9537 0.2633
C -3.5718 -1.6121 -0.5637
C -4.4908 -0.8731 -1.2934
C -4.5226 0.5074 -1.2283
C -3.6124 1.2029 -0.4133
C -3.5856 2.6066 -0.2694
C -2.6653 3.1698 0.6049
C -1.7692 2.3637 1.2791
N -1.7349 1.0326 1.1412
C -2.6656 0.4625 0.3337
H 0.8547 -4.8787 -4.6652
H -0.6103 -5.8717 -4.6008
H 0.8741 -6.4421 -3.8391
H 1.1855 -3.2083 -2.9709
H 0.5695 -2.1873 -0.7898
H -2.1658 -5.3685 -0.0829
H -1.5452 -6.4256 -2.2531
H -3.5538 -2.6907 -0.6337
H -5.1970 -1.3924 -1.9317
H -5.2437 1.0662 -1.8146
H -4.2863 3.2162 -0.8251
H -2.6494 4.2383 0.7724
H -1.0484 2.7755 1.9724
C 1.5005 -0.5414 0.6638
Ge 1.7417 1.0242 -0.4317
C 1.1789 2.9696 -0.1926
C 1.5158 3.5960 1.0004
C 1.0534 4.8580 1.3158
C 0.2140 5.5198 0.4344
C -0.1415 4.9109 -0.7560
C 0.3459 3.6538 -1.0668
C 3.7464 1.3544 -0.6689
C 4.4763 1.4776 0.5082
C 5.8368 1.7166 0.5122
C 6.5228 1.8063 -0.6865
C 5.8225 1.6900 -1.8735
C 4.4520 1.4867 -1.8570
C 0.9068 0.5250 -2.2045
C -0.4865 0.5474 -2.1969
C -1.2473 -0.0850 -3.1553
C -0.6168 -0.7630 -4.1860
C 0.7655 -0.7882 -4.2326
C 1.5133 -0.1681 -3.2471
H 2.1202 3.0575 1.7194
H 1.3303 5.3238 2.2551
H -0.1815 6.4960 0.6885
H -0.8220 5.4109 -1.4367
H 0.0466 3.1834 -1.9938
H 3.9497 1.3697 1.4452
H 6.3720 1.8270 1.4478
H 7.5948 1.9657 -0.6955
H 6.3546 1.7581 -2.8166
H 3.9198 1.4271 -2.7953
H -0.9831 1.0544 -1.3847
H -2.3270 -0.0701 -3.0873
H -1.2028 -1.2737 -4.9386
H 1.2646 -1.3103 -5.0418
H 2.5920 -0.2417 -3.2829
C 2.0434 -0.5708 4.1182
C 0.6518 -0.3251 4.5990
C 0.2284 -0.1801 5.8972
C -1.1638 0.0334 5.8450
C -1.5164 0.0069 4.5165
C -2.8821 0.1956 3.9390
N -0.4094 -0.2125 3.7450
H 2.7125 -0.6836 4.9733
H 2.3898 0.2614 3.5007
H 2.0711 -1.4707 3.5021
H 0.8390 -0.2280 6.7860
H -1.8229 0.1818 6.6876
H -3.6224 0.1983 4.7418
H -3.1169 -0.6079 3.2387
H -2.9536 1.1457 3.4038